C42H43ClN8OPbSi2 | ωB97M-V/def2-TZVPD

Cartesian coordinates (Å):
Pb -0.098 -0.144 -0.041
Cl 7.733 -0.560 -0.913
Si 0.084 3.309 -1.312
Si 0.059 0.981 -3.384
O 1.891 -0.449 -1.264
N 1.969 0.360 1.568
N 1.442 -3.185 0.763
N -2.389 -2.210 -1.477
N -2.681 -3.590 0.406
N -2.599 0.831 -0.622
N -4.294 -1.728 -2.767
N -1.308 -3.608 0.475
N -0.549 1.330 2.145
C 3.157 -0.479 -1.123
C -0.914 4.141 0.055
C 0.001 1.589 4.486
C 0.921 1.393 5.541
C -4.646 -2.899 -0.727
C -3.177 -2.932 -0.572
C -2.071 1.586 -1.600
C 3.851 -0.045 0.046
C 2.129 0.817 5.279
C 2.480 0.454 3.965
C -6.561 -2.218 -2.051
C -5.516 -3.444 0.218
C 3.308 -3.020 2.255
C -1.029 1.560 -4.824
C -4.302 2.263 -2.240
C 0.344 1.220 3.166
C -1.742 1.808 2.393
C -2.159 2.242 3.666
C -0.049 4.534 -2.747
C 3.221 0.381 1.255
C -2.937 2.330 -2.424
C 1.644 0.687 2.897
C 2.746 -3.113 0.986
C 1.784 1.601 -3.793
C -7.404 -2.770 -1.108
C 1.094 -3.061 3.129
C 1.865 3.250 -0.726
C -4.821 1.449 -1.237
C 3.969 -0.955 -2.200
C -0.829 -3.228 1.586
C -3.920 0.759 -0.454
C -0.583 1.600 -1.715
C -1.287 2.128 4.706
C 2.461 -2.994 3.348
C 5.992 -0.524 -0.979
C 0.629 -3.170 1.822
C -5.184 -2.285 -1.855
C -2.969 -1.680 -2.488
C -6.883 -3.384 0.031
C 5.333 -0.981 -2.132
C 5.265 -0.062 0.077
C 0.084 -0.902 -3.593
H -4.962 2.845 -2.871
H -5.885 1.361 -1.065
H -0.614 3.801 1.045
H -2.521 2.963 -3.192
H -1.564 2.434 5.708
H -0.168 -1.486 -2.706
H 2.569 3.008 -1.521
H 5.917 -1.350 -2.965
H -7.549 -3.812 0.767
H 3.380 -3.114 0.106
H -8.474 -2.722 -1.256
H -0.733 5.217 0.008
H -0.582 1.183 -5.748
H -1.103 2.644 -4.912
H 2.148 4.219 -0.306
H 0.490 5.450 -2.491
H 4.383 -2.963 2.368
H -1.093 4.815 -2.913
H -1.480 -2.913 2.406
H 2.046 1.221 -4.785
H -0.571 -1.213 -4.411
H -4.261 0.113 0.350
H 2.830 0.627 6.081
H 5.775 0.285 0.968
H -5.088 -3.915 1.091
H -1.990 3.985 -0.053
H 2.512 1.211 -3.086
H -2.043 1.156 -4.769
H -2.421 1.857 1.551
H 1.981 2.500 0.057
H -3.153 2.644 3.796
H -2.378 -1.119 -3.202
H -4.645 -1.223 -3.563
H 1.100 -1.195 -3.862
H 3.427 -0.042 3.803
H 3.454 -1.303 -3.085
H -6.957 -1.737 -2.937
H 1.880 2.685 -3.825
H 0.641 1.681 6.546
H 3.932 0.757 1.998
H 0.352 4.167 -3.691
H 2.853 -2.919 4.354
H 0.393 -3.031 3.953

Output
energy relative to the best compared isomer or geometry (same formula, charge and spin) = 0.106 eV
lowest unoccupied orbital energy = -0.014 Eh
spin multiplicity = 1
DFT total energy = -3371.69765 a.u.
maximum force = 0.38 eV/A